[1]
This record from the Open Molecules 2025 dataset describes 2 unconnected molecules or ions with the total composition C5H14N3. The level of theory is ωB97M-V/def2-TZVPD.

## Properties
**Frontier orbital gap**: 9.702 eV
**Energy above the lowest of the compared OMol25 structures with the same formula, charge and spin**: 70.6 kcal/mol
**Electronic energy**: -9874.107 eV
**HOMO level**: -12.197 eV
**Charge**: +1

Geometry as XYZ:
```
22
Properties=species:S:1:pos:R:3:forces:R:3:mulliken_charge:R:1
C -2.197 -0.632 -0.423 0.39 0.05 -0.08 -0.26
C 1.065 -2.216 -0.144 0.31 -0.11 -0.33 -0.98
C 1.248 0.694 -1.072 0.20 -0.20 -0.40 -1.05
C 0.131 2.190 0.487 -0.20 0.49 0.06 -1.04
C 0.120 -0.153 0.938 0.15 -0.07 0.11 0.13
N -3.321 -0.034 -0.206 -0.74 0.13 -0.04 -0.26
N 0.408 -1.441 0.891 0.08 0.06 0.26 -0.10
N 0.546 0.836 0.189 0.12 -0.40 0.31 0.09
H -2.339 -1.479 -1.113 -0.31 0.10 0.04 0.17
H 0.687 -1.951 -1.130 0.00 -0.03 0.04 0.34
H 2.148 -2.080 -0.111 -0.12 -0.04 -0.05 0.34
H 0.854 -3.271 0.026 -0.01 0.13 0.03 0.33
H 1.602 1.673 -1.387 -0.01 -0.03 0.08 0.37
H 2.109 0.041 -0.978 0.02 -0.01 -0.01 0.38
H 0.575 0.311 -1.840 -0.03 0.02 0.00 0.34
H -0.498 2.570 -0.320 -0.03 -0.02 0.03 0.37
H -0.421 2.235 1.421 -0.02 -0.05 0.04 0.33
H 1.009 2.832 0.570 -0.04 -0.05 0.01 0.38
H -0.450 0.141 1.810 -0.01 0.00 -0.08 0.35
H -4.233 -0.284 -0.600 0.30 -0.04 0.05 0.24
H -0.014 -1.996 1.618 -0.05 0.21 0.04 0.29
H -3.359 0.771 0.412 0.00 -0.13 -0.12 0.23
```
Positions in Å, forces in eV/Å.

---

[2]
This record from the Open Molecules 2025 dataset describes a gas-phase ion, CH4N3S2 (charge +1) at a distorted geometry. The level of theory is ωB97M-V/def2-TZVPD.

## Properties
**Frontier orbital gap**: 8.304 eV
**Energy above the lowest of the compared OMol25 structures with the same formula, charge and spin**: 4.7 kcal/mol
**Electronic energy**: -27234.194 eV
**HOMO level**: -13.581 eV
**Charge**: +1

Geometry as XYZ:
```
10
Properties=species:S:1:pos:R:3:forces:R:3:mulliken_charge:R:1
N 0.281 -0.018 -1.424 -1.37 -1.18 1.71 -0.40
C 0.030 0.202 -0.126 -0.70 -3.47 -1.64 0.98
N 0.529 1.163 0.546 -0.06 0.67 1.25 -0.29
N -0.796 -0.668 0.497 -0.72 0.50 -0.09 -0.15
S -0.940 -2.375 0.409 0.14 -0.24 -0.02 0.02
S -0.857 -1.224 2.129 0.16 -0.03 0.03 0.01
H -0.262 -0.849 -1.797 1.39 2.04 -0.40 0.24
H 0.719 0.783 -1.830 0.02 -0.36 -1.58 0.23
H 0.234 1.127 1.502 0.58 1.03 0.56 0.16
H 1.063 1.860 0.095 0.56 1.04 0.18 0.21
```
Positions in Å, forces in eV/Å.

---

[3]
This record from the Open Molecules 2025 dataset describes a molecular structure, C13H26LiO10P3. The level of theory is ωB97M-V/def2-TZVPD.

## Properties
**Frontier orbital gap**: 5.621 eV
**Energy above the lowest of the compared OMol25 structures with the same formula, charge and spin**: 6.9 kcal/mol
**Electronic energy**: -62461.529 eV
**HOMO level**: -0.932 eV
**Charge**: -2

Geometry as XYZ:
```
53
Properties=species:S:1:pos:R:3:forces:R:3:mulliken_charge:R:1
Li 0.158 -0.944 -1.349 -0.21 0.33 0.02 1.08
C 1.858 -0.377 -2.811 0.03 -0.15 0.04 0.63
C 2.387 -0.449 -1.498 0.00 -0.10 -0.04 0.27
C 1.910 0.669 -0.775 -0.03 -0.14 0.04 0.76
C 1.082 1.421 -1.628 0.01 0.07 0.00 0.57
C 1.048 0.779 -2.886 -0.07 -0.08 -0.06 0.40
C 0.322 1.231 -4.121 0.03 -0.02 0.06 -1.59
C 0.363 2.680 -1.237 0.02 -0.05 -0.02 -1.11
C 2.144 0.937 0.684 -0.01 -0.02 -0.06 -1.31
C 3.223 -1.561 -0.917 -0.01 0.13 -0.02 -1.90
C 2.025 -1.374 -3.923 0.04 0.07 0.03 -1.72
H -0.174 0.394 -4.622 0.00 0.02 -0.01 0.31
H 0.994 1.690 -4.860 -0.01 0.00 -0.01 0.25
H -0.447 1.971 -3.885 -0.01 -0.01 -0.01 0.35
H -0.107 2.577 -0.255 -0.01 0.01 0.00 -0.07
H -0.428 2.928 -1.951 0.00 0.00 0.02 0.33
H 1.032 3.550 -1.188 -0.01 0.01 0.01 0.25
H 1.240 1.336 1.152 0.02 -0.01 0.02 0.03
H 2.958 1.654 0.866 0.00 0.00 0.00 0.32
H 2.397 0.015 1.213 -0.01 0.02 0.01 0.31
H 2.705 -2.092 -0.108 0.03 -0.01 -0.01 0.28
H 4.164 -1.192 -0.491 0.02 -0.01 0.00 0.35
H 3.494 -2.293 -1.683 -0.01 -0.02 0.02 0.42
H 1.056 -1.707 -4.308 0.01 -0.02 0.00 0.27
H 2.543 -2.273 -3.581 0.00 0.00 -0.02 0.38
H 2.598 -0.971 -4.769 0.00 -0.01 -0.01 0.32
O 0.160 -1.821 2.417 -0.14 0.02 -0.18 -0.57
P -0.929 -1.933 1.197 0.15 0.36 0.03 0.76
O -2.273 -2.269 1.728 -0.01 0.00 0.00 -0.81
O -0.776 -0.664 0.377 0.03 -0.44 -0.04 -0.45
O -0.244 -3.161 0.426 0.05 -0.22 0.11 0.00
P -0.441 -3.806 -1.065 0.06 0.05 -0.22 0.55
O 1.051 -4.458 -1.241 -0.11 0.08 0.06 -0.61
O -1.420 -4.908 -1.058 0.03 -0.02 0.00 -0.77
O -0.540 -2.645 -2.019 0.12 0.15 0.21 -0.66
H 0.165 -0.880 2.647 0.06 -0.04 0.05 0.36
H 1.671 -3.729 -1.371 0.02 -0.04 -0.02 0.37
C -1.473 3.539 4.071 0.03 0.02 0.01 -0.75
O -2.428 2.769 3.372 -0.01 -0.02 -0.01 -0.29
P -1.789 1.663 2.278 0.01 0.18 0.05 0.07
O -1.153 0.616 3.352 -0.03 -0.12 -0.03 -0.27
C -2.000 -0.182 4.202 0.04 0.05 -0.04 -0.64
O -3.240 1.046 1.963 -0.11 0.01 0.04 -0.32
C -3.583 0.608 0.635 0.08 -0.03 0.07 -0.22
H -1.986 4.044 4.892 -0.02 0.00 -0.01 0.24
H -1.015 4.299 3.427 0.01 -0.03 -0.02 0.28
H -0.676 2.917 4.493 -0.02 0.01 0.00 0.28
H -1.361 -0.570 4.994 0.00 0.00 0.02 0.23
H -2.415 -1.006 3.623 -0.01 0.01 -0.01 0.28
H -2.791 0.438 4.628 -0.01 -0.01 0.02 0.31
H -4.531 0.084 0.730 0.00 -0.02 -0.01 0.18
H -2.821 -0.067 0.250 -0.04 0.04 -0.05 -0.05
H -3.705 1.477 -0.017 0.01 -0.01 -0.02 0.28
```
Positions in Å, forces in eV/Å.

---

[4]
This record from the Open Molecules 2025 dataset describes a molecular structure, C28H19BrCl3CoN4OS at a distorted geometry. The level of theory is ωB97M-V/def2-TZVPD.

## Properties
**Frontier orbital gap (alpha / beta)**: 6.782 / 4.360 eV
**<S²>**: 6.031
**Electronic energy**: -193410.251 eV
**2S+1**: 5
**HOMO level (alpha / beta)**: -13.502 / -13.503 eV
**Charge**: +2

Geometry as XYZ:
```
58
Properties=species:S:1:pos:R:3:forces:R:3:mulliken_charge:R:1
Co 0.902 -1.804 0.313 -0.27 0.64 1.03 0.24
Br -6.605 -1.278 0.048 0.48 -0.03 0.10 -0.13
C -4.790 -1.466 0.563 -0.14 0.02 -0.12 -0.01
C -3.789 -1.541 -0.401 -0.43 0.01 0.17 -0.74
C -2.477 -1.688 -0.007 0.34 -0.08 0.45 0.60
C -2.131 -1.776 1.348 -1.54 0.28 -0.45 0.51
C -3.153 -1.671 2.306 0.41 -0.11 -0.18 -0.68
C -4.465 -1.522 1.917 -0.17 0.00 -0.21 -0.89
N -0.787 -1.906 1.671 1.40 -0.49 0.73 0.29
C -0.388 -2.204 2.862 -0.97 0.19 -0.68 -0.01
C 1.024 -2.225 3.156 1.05 -0.10 0.40 0.26
C 1.504 -2.149 4.466 -0.31 -0.09 -0.53 -0.83
C 2.870 -2.134 4.688 0.22 0.00 -0.37 -0.37
C 3.716 -2.229 3.591 -0.22 -0.08 0.06 -0.82
C 3.165 -2.311 2.320 0.20 0.00 0.11 0.17
N 1.855 -2.287 2.089 -0.12 0.09 0.36 0.09
H -4.042 -1.484 -1.449 -0.03 0.00 -0.05 0.42
H -1.701 -1.757 -0.751 -0.15 0.04 -0.03 0.38
H -2.935 -1.697 3.361 -0.01 0.05 0.13 0.28
H -5.243 -1.445 2.658 -0.08 0.01 0.07 0.44
H -1.071 -2.439 3.676 -0.01 0.15 -0.09 0.42
H 0.818 -2.087 5.295 -0.18 -0.03 0.06 0.46
H 3.270 -2.055 5.687 0.00 -0.02 0.06 0.48
H 4.785 -2.248 3.716 0.17 0.00 -0.03 0.43
H 3.805 -2.412 1.457 0.11 0.08 -0.05 0.38
Cl 2.961 -2.325 -6.546 -0.25 -0.01 0.45 -0.08
C 2.123 -2.275 -5.065 -0.07 0.05 -0.48 0.38
C 2.845 -2.348 -3.863 0.15 -0.03 1.02 -0.64
C 2.159 -2.274 -2.680 0.52 -0.15 -0.58 0.56
Cl 2.922 -2.382 -1.140 0.73 -0.07 -0.06 -0.06
C 0.744 -2.110 -2.602 -0.37 0.19 1.00 -0.13
O 0.167 -1.955 -1.478 0.04 -0.38 -1.76 -0.58
C 0.046 -2.096 -3.853 -0.42 0.06 -0.84 0.42
Cl -1.659 -1.976 -3.831 0.36 0.00 0.04 -0.10
C 0.731 -2.159 -5.051 -0.55 0.00 0.27 -0.72
H 3.916 -2.462 -3.883 0.14 -0.02 0.02 0.51
H 0.184 -2.122 -5.981 -0.02 0.00 -0.03 0.50
S 1.386 4.844 0.179 -0.32 -0.23 -0.17 -0.05
C 1.293 3.055 0.199 0.07 0.44 0.11 0.18
C 1.683 2.302 -0.901 -0.01 -0.43 0.13 -0.73
C 1.610 0.921 -0.816 0.09 0.50 -0.30 -0.08
N 1.183 0.282 0.273 -0.02 -0.55 -0.04 0.38
C 0.810 1.011 1.325 -0.07 0.35 0.31 -0.11
C 0.849 2.394 1.337 0.10 -0.36 -0.14 -0.79
C -0.248 5.090 -0.554 0.47 0.00 0.23 0.40
C -0.386 5.132 -1.931 -0.22 0.06 -0.13 -0.19
C -1.667 5.333 -2.438 0.83 -0.16 0.17 -0.44
N -2.701 5.477 -1.648 -1.54 0.22 -0.68 -0.54
C -2.582 5.452 -0.343 0.66 -0.13 0.49 -0.43
C -1.348 5.256 0.270 -0.21 0.05 -0.08 -0.20
H 2.048 2.773 -1.799 0.02 0.06 -0.06 0.46
H 1.914 0.314 -1.658 0.01 -0.05 -0.04 0.29
H 0.470 0.470 2.196 -0.04 -0.06 0.06 0.35
H 0.547 2.938 2.217 -0.03 0.07 0.07 0.47
H 0.458 5.032 -2.591 0.18 0.00 -0.05 0.42
H -1.851 5.380 -3.502 0.03 0.01 -0.13 0.38
H -3.485 5.591 0.234 -0.06 0.02 0.11 0.38
H -1.262 5.252 1.343 0.09 0.00 0.16 0.41
```
Positions in Å, forces in eV/Å.